An isolated molecule of C7H8, computed with the ωB97M-V functional and the def2-TZVPD basis.

Positions of all 15 atoms, in Å:
C (-0.06, -1.54, -0.52)
C (-0.26, -0.10, -0.11)
C (0.17, 1.03, -0.95)
C (1.02, 0.74, 0.33)
C (2.27, 0.11, 0.09)
C (-1.41, 0.15, 0.74)
C (-2.39, 0.35, 1.40)
H (-0.97, -1.91, -1.02)
H (0.80, -1.63, -1.19)
H (0.12, -2.16, 0.36)
H (0.77, 1.36, 1.19)
H (0.67, 0.80, -1.89)
H (-0.40, 1.94, -0.92)
H (2.93, 0.37, 0.95)
H (-3.27, 0.53, 1.98)

Calculated values
**Relative energy (zero: lowest compared OMol25 entry of this formula, charge and spin)**: 144.33 kcal per mole
**Spin multiplicity**: 1
**LUMO level**: -0.2 eV
**Orbital gap**: 8.23 eV
**Max |F|**: 0.49 eV Å⁻¹

Results of the Löwdin charge analysis, in e, for atoms 1 through 2: -0.040, -0.460

---

A structure of composition C37H29FeN12O8, computed with the ωB97M-V functional and the def2-TZVPD basis.

Positions of all 87 atoms, in Å:
Fe (0.80, -0.27, 0.78)
N (-4.76, 1.45, 0.51)
C (-3.85, 0.59, 0.06)
N (-2.83, 0.13, 0.71)
C (-2.67, 0.56, 2.02)
N (-1.74, 0.14, 2.81)
N (-0.77, -0.69, 2.30)
C (-0.53, -1.72, 3.01)
C (0.50, -2.66, 2.54)
C (0.79, -3.83, 3.22)
C (1.70, -4.71, 2.68)
C (2.29, -4.40, 1.46)
C (1.96, -3.20, 0.85)
N (1.09, -2.34, 1.38)
C (-3.63, 1.51, 2.59)
C (-3.52, 2.01, 3.90)
C (-4.44, 2.91, 4.37)
C (-5.49, 3.35, 3.56)
C (-5.62, 2.87, 2.28)
C (-4.68, 1.96, 1.80)
H (-5.52, 1.73, -0.09)
H (-4.01, 0.25, -0.97)
H (-1.10, -1.94, 3.90)
H (0.30, -4.03, 4.17)
H (1.96, -5.63, 3.19)
H (3.01, -5.06, 1.00)
H (2.44, -2.90, -0.07)
H (-2.70, 1.66, 4.51)
H (-4.35, 3.29, 5.38)
H (-6.21, 4.06, 3.94)
H (-6.43, 3.20, 1.64)
O (3.47, -0.79, 1.31)
C (3.91, -0.06, 2.44)
C (2.96, 1.04, 2.86)
C (3.43, 2.01, 3.73)
C (2.57, 3.00, 4.16)
C (1.26, 2.99, 3.71)
C (0.87, 1.99, 2.85)
N (1.70, 1.01, 2.43)
H (3.80, -0.35, 0.52)
H (4.89, 0.38, 2.24)
H (4.04, -0.76, 3.27)
H (4.47, 1.99, 4.05)
H (2.92, 3.78, 4.84)
H (0.55, 3.74, 4.02)
H (-0.14, 1.95, 2.48)
O (0.10, 5.86, -4.34)
N (0.75, 4.84, -4.32)
O (1.51, 4.46, -5.19)
C (0.60, 3.97, -3.15)
C (-0.29, 4.32, -2.14)
C (-0.46, 3.48, -1.06)
C (0.27, 2.26, -0.89)
O (0.10, 1.44, 0.06)
C (1.21, 2.02, -1.95)
C (1.36, 2.82, -3.06)
N (2.01, 0.85, -1.88)
O (2.46, 0.34, -0.84)
O (1.78, -0.06, -2.95)
N (-1.46, 3.91, -0.07)
O (-1.85, 3.10, 0.75)
O (-1.85, 5.06, -0.14)
H (-0.85, 5.23, -2.21)
H (2.06, 2.58, -3.84)
C (-1.39, -0.81, -3.28)
C (-0.97, -0.76, -1.87)
N (0.21, -1.02, -1.46)
C (1.23, -1.29, -2.46)
C (0.71, -1.96, -3.75)
C (-0.60, -1.36, -4.20)
C (1.80, -2.13, -4.77)
C (2.23, -3.38, -4.88)
C (1.42, -4.21, -4.00)
C (1.42, -5.56, -3.73)
C (0.46, -6.00, -2.83)
N (-0.44, -5.18, -2.25)
C (-0.39, -3.91, -2.55)
N (0.52, -3.40, -3.40)
H (-2.36, -0.41, -3.55)
H (-1.68, -0.47, -1.09)
H (2.04, -1.89, -2.04)
H (-0.88, -1.41, -5.24)
H (2.14, -1.29, -5.36)
H (3.00, -3.75, -5.55)
H (2.12, -6.23, -4.21)
H (0.39, -7.04, -2.55)
H (-1.12, -3.24, -2.11)

Calculated values
**Relative energy (zero: lowest compared OMol25 entry of this formula, charge and spin)**: 37.20 kcal per mole
**Spin multiplicity**: 6
**LUMO level (alpha / beta)**: -6.8 / -6.8 eV
**Orbital gap (alpha / beta)**: 5.69 / 5.75 eV
**Max |F|**: 0.99 eV Å⁻¹
**Expectation value of S²**: 8.7656
**Net charge**: +2

Results of the Löwdin charge analysis, in e, for atoms 1 through 2: 0.849, 0.136

---

A structure of composition C35H43N8O3PPbS4Sb, computed with the ωB97M-V functional and the def2-TZVPD basis.

Positions of all 96 atoms, in Å:
Pb (-0.27, -0.20, 0.61)
O (2.98, -1.69, -5.66)
C (3.53, -1.16, -4.69)
O (4.62, -0.59, -4.55)
C (2.73, -1.29, -3.36)
C (3.28, -0.86, -2.16)
C (2.50, -0.86, -1.02)
N (1.22, -1.25, -1.05)
C (0.69, -1.71, -2.18)
C (1.43, -1.76, -3.36)
C (-0.73, -2.16, -2.09)
C (-1.38, -2.79, -3.15)
C (-2.68, -3.22, -2.97)
C (-3.31, -3.03, -1.75)
C (-2.60, -2.38, -0.75)
N (-1.35, -1.96, -0.92)
C (3.01, -0.45, 0.31)
C (4.35, -0.18, 0.55)
C (4.75, 0.14, 1.84)
C (3.81, 0.16, 2.86)
C (2.49, -0.10, 2.54)
N (2.11, -0.39, 1.30)
H (4.31, -0.51, -2.19)
H (1.03, -2.11, -4.30)
H (-0.87, -2.95, -4.09)
H (-3.21, -3.71, -3.78)
H (-4.32, -3.35, -1.57)
H (-3.04, -2.20, 0.22)
H (5.07, -0.23, -0.25)
H (5.79, 0.35, 2.05)
H (4.08, 0.39, 3.88)
H (1.70, -0.10, 3.28)
S (-4.87, -0.92, -4.52)
Sb (-4.90, 1.08, -3.61)
S (-2.88, 1.12, -1.89)
S (-4.62, 0.67, -1.06)
C (-2.92, 0.89, 2.43)
C (-3.18, -0.30, 3.35)
C (-2.44, -0.12, 4.68)
C (-2.91, -1.67, 2.76)
C (-3.99, -2.52, 2.57)
C (-3.83, -3.84, 2.18)
C (-2.54, -4.34, 2.05)
C (-1.42, -3.54, 2.23)
C (-0.05, -4.19, 2.21)
C (0.85, -3.77, 1.05)
C (0.66, -4.01, 3.55)
C (-1.60, -2.16, 2.50)
O (-0.55, -1.33, 2.51)
H (-3.44, 1.78, 2.80)
H (-3.28, 0.71, 1.41)
H (-1.86, 1.15, 2.39)
H (-4.25, -0.29, 3.57)
H (-1.36, -0.14, 4.51)
H (-2.69, -0.92, 5.37)
H (-2.72, 0.83, 5.14)
H (-4.99, -2.14, 2.75)
H (-4.69, -4.49, 2.03)
H (-2.39, -5.39, 1.82)
H (-0.24, -5.26, 2.08)
H (1.18, -2.73, 1.17)
H (0.35, -3.87, 0.09)
H (1.75, -4.39, 1.04)
H (0.87, -2.96, 3.73)
H (1.61, -4.56, 3.55)
H (0.05, -4.39, 4.37)
C (2.43, 3.33, -4.12)
N (1.00, 2.98, -4.10)
C (0.23, 4.15, -3.73)
N (0.64, 4.76, -2.46)
C (2.07, 5.06, -2.54)
N (2.90, 3.91, -2.87)
C (2.90, 2.93, -1.79)
P (1.22, 2.23, -1.41)
C (0.76, 1.87, -3.18)
C (0.35, 3.88, -1.34)
H (2.58, 4.06, -4.92)
H (3.01, 2.44, -4.36)
H (-0.83, 3.89, -3.67)
H (0.36, 4.90, -4.52)
H (2.40, 5.48, -1.58)
H (2.21, 5.81, -3.32)
H (3.30, 3.38, -0.88)
H (3.57, 2.10, -2.06)
H (-0.30, 1.59, -3.23)
H (1.33, 1.00, -3.53)
H (0.65, 4.37, -0.40)
H (-0.73, 3.71, -1.28)
N (-1.00, 4.75, 2.72)
C (-0.48, 3.58, 3.14)
N (-0.98, 3.09, 4.29)
S (0.70, 2.77, 2.26)
H (-1.61, 5.31, 3.30)
H (-0.60, 5.17, 1.90)
H (-1.79, 3.48, 4.72)
H (-0.71, 2.16, 4.55)

Calculated values
**Relative energy (zero: lowest compared OMol25 entry of this formula, charge and spin)**: 0.96 kcal per mole
**Spin multiplicity**: 2
**LUMO level (alpha / beta)**: -1.4 / -2.9 eV
**Orbital gap (alpha / beta)**: 6.39 / 4.86 eV
**Max |F|**: 0.74 eV Å⁻¹
**Expectation value of S²**: 0.7562

Results of the Löwdin charge analysis, in e, for atoms 1 through 2: 1.295, -0.019

---

An isolated molecule of C3H6N2O at a distorted geometry, computed with the ωB97M-V functional and the def2-TZVPD basis.

Positions of all 12 atoms, in Å:
N (-1.22, -0.80, 0.37)
C (-0.68, 0.44, -0.19)
C (0.83, 0.53, 0.15)
O (1.10, -0.11, 1.36)
C (1.64, -0.03, -0.97)
N (2.26, -0.42, -1.87)
H (-2.15, -0.67, 0.75)
H (-1.26, -1.55, -0.32)
H (-0.83, 0.53, -1.27)
H (-1.19, 1.28, 0.30)
H (1.12, 1.58, 0.24)
H (0.38, -0.77, 1.44)

Calculated values
**Relative energy (zero: lowest compared OMol25 entry of this formula, charge and spin)**: 31.43 kcal per mole
**SMILES**: N#C[C@H](O)CN
**Spin multiplicity**: 1
**LUMO level**: 0.6 eV
**Orbital gap**: 11.35 eV
**Max |F|**: 1.12 eV Å⁻¹

Results of the Löwdin charge analysis, in e, for atoms 1 through 2: 0.003, -0.204